# 1
{"formula": "CH4NOP", "method": "ωB97M-V with the def2-TZVPD basis set", "species": ["C", "N", "O", "P", "H", "H", "H", "H"], "coordinates": [[1.6649, 1.8509, -2.1088], [1.9873, 2.8727, -2.5328], [2.3696, 3.9076, -2.9303], [-1.0696, -0.3843, 0.2084], [1.7431, 0.8933, -1.6795], [-1.0678, -1.7131, 0.5057], [-1.2047, -0.0667, 1.5667], [-2.3531, -0.5027, -0.2515]], "gap_ev": 10.9, "max_force_ev_per_a": 2.16, "smiles": "C#[N+][O-].P", "energy_ha": -511.70114}

# 2
{"formula": "C3H7ErO3", "method": "ωB97M-V with the def2-TZVPD basis set", "species": ["O", "C", "C", "O", "C", "H", "H", "H", "H", "H", "H", "Er", "O", "H"], "coordinates": [[0.3284, 2.2028, 0.1268], [-0.9233, 1.6486, -0.0987], [-1.0483, 0.2713, 0.5461], [0.1502, -0.4536, 0.2331], [0.1454, -1.7760, -0.1487], [-1.1417, 1.5434, -1.1816], [-1.7350, 2.2715, 0.3247], [-1.9206, -0.2884, 0.1825], [-1.0413, 0.3597, 1.6433], [-0.5874, -2.3750, 0.3966], [0.3919, -1.8443, -1.2104], [2.0276, 1.0220, 0.0787], [3.0445, -0.8389, -0.4160], [2.3097, -1.7429, -0.4764]], "s_squared": 6.0053, "charge": 1, "gap_ev": [7.4, 8.7], "max_force_ev_per_a": 5.38, "energy_ha": -1358.96398, "multiplicity": 5}

# 3
{"formula": "C41H54ClN2O16PS", "method": "ωB97M-V with the def2-TZVPD basis set", "species": ["C", "C", "C", "P", "O", "Cl", "C", "C", "C", "C", "C", "C", "C", "C", "C", "C", "C", "C", "S", "O", "O", "O", "C", "C", "C", "C", "N", "N", "C", "C", "C", "C", "H", "H", "H", "H", "H", "H", "H", "H", "H", "H", "H", "H", "H", "H", "H", "H", "H", "H", "H", "H", "H", "H", "H", "H", "H", "H", "H", "H", "H", "H", "H", "H", "H", "H", "H", "H", "H", "H", "H", "H", "H", "H", "C", "C", "C", "O", "C", "C", "C", "O", "O", "O", "H", "H", "H", "H", "C", "C", "C", "O", "C", "C", "C", "O", "O", "O", "H", "H", "H", "H", "C", "C", "C", "O", "C", "C", "C", "O", "O", "O", "H", "H", "H", "H"], "coordinates": [[0.0917, -1.1051, 2.1314], [0.9019, -0.2433, 1.8039], [2.1625, 0.5700, 1.2906], [1.8913, 0.8684, -0.5699], [3.0554, 0.1386, -1.5530], [0.1084, -0.1839, -1.0722], [2.0044, 2.0156, 1.9873], [0.5779, 2.6966, 1.7017], [-0.2008, 3.0977, 3.0554], [-0.4625, 1.8842, 4.0408], [-1.8503, 1.1214, 3.8455], [-2.6766, 1.5115, 2.5473], [-3.5745, 0.2170, 2.1590], [-5.0824, 0.6511, 1.8406], [-5.8160, -0.5438, 1.0737], [-7.3538, -0.6200, 1.4996], [-7.6653, -1.8671, 2.4625], [3.0910, 2.9695, 1.2944], [4.7111, 2.1225, 1.1529], [5.5215, 2.5346, 2.3299], [5.3951, 2.7192, -0.0265], [4.6427, 0.5045, 0.9077], [3.5546, -0.1715, 1.6705], [3.8752, -0.0693, 3.2127], [5.1927, -0.7607, 3.7302], [5.0133, -1.8354, 4.9108], [6.4080, -0.5438, 3.3661], [3.5396, -1.5210, 1.1112], [3.1477, -2.6106, 2.0294], [2.4707, -3.7738, 1.1475], [2.0387, -5.0336, 2.0184], [1.0574, -4.6609, 3.2345], [-0.8098, -1.7469, 2.3231], [3.7908, 0.7980, -1.6009], [2.0939, 1.9778, 3.1128], [0.7710, 3.7019, 1.1904], [-0.0764, 2.1169, 0.9899], [-1.1150, 3.7241, 2.8244], [0.5188, 3.8034, 3.5991], [0.4006, 1.1391, 4.0853], [-0.4952, 2.3352, 5.0915], [-1.6977, -0.0054, 3.9216], [-2.5165, 1.3789, 4.7381], [-2.0581, 1.7268, 1.6304], [-3.3828, 2.3928, 2.7079], [-3.1647, -0.2035, 1.1768], [-3.4914, -0.6120, 2.9198], [-5.0335, 1.5388, 1.1392], [-5.5544, 0.9091, 2.8387], [-5.3121, -1.5326, 1.3396], [-5.6932, -0.4318, -0.0485], [-7.6843, 0.3584, 1.9810], [-7.9714, -0.7431, 0.5601], [-7.4774, -1.5314, 3.5247], [-6.9350, -2.7002, 2.2129], [-8.7311, -2.2165, 2.2967], [2.7224, 3.3990, 0.3054], [3.2143, 3.8756, 1.9754], [3.9083, 0.9988, 3.6133], [2.9898, -0.5356, 3.7649], [5.9741, -1.7932, 5.5219], [4.8139, -2.8752, 4.5330], [4.2054, -1.4307, 5.6007], [6.3641, 0.1920, 2.6458], [2.9409, -1.6132, 0.2864], [4.0726, -3.0491, 2.5074], [2.3781, -2.3492, 2.8126], [3.2242, -4.1065, 0.3672], [1.5677, -3.3647, 0.5770], [1.4326, -5.7246, 1.3459], [2.9311, -5.6534, 2.3608], [0.5198, -5.6149, 3.5265], [0.2742, -3.9379, 2.8498], [1.6573, -4.2413, 4.0950], [3.4591, 4.2900, -4.8229], [2.6421, 3.6214, -4.0040], [2.1433, 4.2296, -2.7345], [1.3836, 3.5933, -2.0231], [2.5976, 5.5776, -2.3932], [3.4175, 6.2453, -3.2103], [3.8947, 5.6480, -4.4932], [4.6263, 6.2956, -5.2192], [3.8498, 7.4894, -2.9115], [2.2308, 2.3646, -4.2901], [3.8257, 3.8620, -5.7460], [2.2431, 5.9997, -1.4625], [4.4254, 7.7515, -3.6567], [1.6502, 2.1031, -3.5486], [-3.2557, 1.8929, -4.6599], [-3.2968, 2.3961, -5.8974], [-2.3453, 1.9417, -6.9567], [-2.4287, 2.4120, -8.0774], [-1.3401, 0.9431, -6.5940], [-1.2962, 0.4423, -5.3546], [-2.2659, 0.8765, -4.3044], [-2.2049, 0.3800, -3.1921], [-0.3766, -0.4758, -4.9968], [-4.2017, 3.3372, -6.2456], [-3.9404, 2.2113, -3.8854], [-0.6459, 0.6358, -7.3640], [-0.5575, -0.6746, -4.0569], [-4.0256, 3.5321, -7.1871], [-1.2379, -4.9949, -3.5768], [-1.6860, -6.0879, -2.9519], [-2.6142, -5.9935, -1.7848], [-3.0149, -7.0137, -1.2543], [-3.0021, -4.6602, -1.3218], [-2.5513, -3.5668, -1.9445], [-1.6451, -3.6638, -3.1282], [-1.2718, -2.6435, -3.6773], [-2.8970, -2.3262, -1.5297], [-1.3200, -7.3265, -3.3489], [-0.5675, -5.0495, -4.4239], [-3.6602, -4.6049, -0.4653], [-2.4467, -1.7064, -2.1405], [-1.7767, -7.9407, -2.7412]], "gap_ev": 7.3, "max_force_ev_per_a": 6.99, "smiles": "[H]/N=C(/C)C[C@]1(NCCCC)OS(=O)(=O)C[C@@H](CCCCCCCCCC)[C@@]1(C#C)P(O)Cl.O=C1C=C(O)C(=O)C=C1O.O=C1C=C(O)C(=O)C=C1O.O=C1C=C(O)C(=O)C=C1O", "energy_ha": -4107.55070}

# 4
{"formula": "C2H5IN2", "method": "ωB97M-V with the def2-TZVPD basis set", "species": ["C", "C", "N", "N", "I", "H", "H", "H", "H", "H"], "coordinates": [[-0.5792, -0.3461, 1.5051], [-1.4764, -0.2129, 0.3338], [-0.1676, -0.3765, 0.1236], [0.8086, -0.4766, -0.6258], [1.5528, 2.2560, -2.2835], [-0.1865, 0.4385, 2.1289], [-0.6388, -1.2546, 2.1728], [-2.3644, -0.6212, -0.0570], [1.5716, -0.3598, -0.0700], [1.4799, 0.9530, -3.2281]], "gap_ev": 8.9, "max_force_ev_per_a": 3.92, "energy_ha": -486.22802}

# 5
{"formula": "C4H8AlNO6P", "method": "ωB97M-V with the def2-TZVPD basis set", "species": ["O", "C", "N", "Al", "O", "C", "C", "C", "P", "O", "O", "O", "O", "H", "H", "H", "H", "H", "H", "H", "H"], "coordinates": [[0.0007, 3.4404, 1.8075], [-0.9677, 2.9936, 0.9711], [-1.7833, 2.9087, -0.1617], [-2.0060, 1.0368, -0.5486], [-2.2560, -0.2037, 0.8456], [-1.9114, -1.5040, 0.1805], [-0.4856, -1.2365, -0.6495], [0.8282, -1.3613, 0.3696], [2.2474, -0.1543, -0.0509], [3.6893, -0.6821, 0.4398], [2.3859, 0.1288, -1.7671], [1.9910, 1.3445, 0.8645], [-0.6286, 0.0634, -1.3853], [-3.1611, 1.0838, -1.6726], [-1.8426, -2.3517, 1.0176], [-2.6157, -1.8470, -0.7122], [-0.3222, -2.2127, -1.3135], [0.4149, -1.1290, 1.4645], [1.2084, -2.4906, 0.4179], [2.8685, 0.9954, -1.9257], [2.3458, 1.1775, 1.8084]], "charge": -1, "gap_ev": 9.0, "max_force_ev_per_a": 10.17, "energy_ha": -1247.31281}

# 6
{"formula": "C7H10", "method": "ωB97M-V with the def2-TZVPD basis set", "species": ["C", "C", "C", "C", "C", "C", "C", "H", "H", "H", "H", "H", "H", "H", "H", "H", "H"], "coordinates": [[-0.4996, -0.7885, -1.2219], [-1.1468, -0.6714, 0.1840], [-0.0672, -0.8245, 1.0078], [0.5515, 0.5414, 0.8136], [-0.5723, 1.5178, 1.1815], [-1.2935, 0.8518, 0.0257], [0.0297, 0.6189, -0.7631], [0.2020, -1.6073, -1.3928], [-1.1762, -0.6728, -2.0783], [2.4145, -2.6246, -0.4395], [2.5288, -1.9096, -0.6066], [0.5372, -1.7289, 0.9848], [1.5894, 0.7122, 1.1106], [-0.9938, 1.4274, 2.1886], [-0.3146, 2.5574, 0.9596], [-2.1884, 1.2357, -0.4692], [0.3991, 1.3652, -1.4849]], "gap_ev": [8.2, 8.3], "max_force_ev_per_a": 0.35, "energy_ha": -272.48202}

# 7
{"formula": "C14H23BN3O3S", "method": "ωB97M-V with the def2-TZVPD basis set", "species": ["O", "S", "O", "O", "C", "C", "C", "B", "C", "C", "C", "C", "C", "N", "H", "H", "H", "H", "H", "H", "H", "H", "H", "H", "H", "H", "C", "C", "N", "C", "C", "N", "C", "C", "H", "H", "H", "H", "H", "H", "H", "H", "H", "H", "H"], "coordinates": [[-1.5857, -0.8956, 3.7553], [-0.6735, -0.0608, 3.0219], [0.6998, -0.1555, 3.4456], [-1.1689, 1.4866, 3.2823], [-0.9129, -0.3772, 1.2482], [0.3158, -1.0077, 0.5113], [0.4301, -2.5620, 0.6268], [0.8651, -3.1145, 2.0671], [2.2860, -2.8067, 2.7421], [2.6653, -3.6632, 3.8002], [3.9003, -3.4365, 4.4950], [4.6127, -2.3037, 3.9903], [4.0954, -1.5770, 2.8900], [2.9544, -1.7437, 2.2006], [-0.3648, 2.0345, 3.1737], [-1.8507, -0.9452, 1.0507], [-1.0848, 0.6233, 0.7754], [1.2217, -0.4461, 0.8184], [0.1697, -0.7789, -0.5791], [-0.5495, -3.0085, 0.3215], [1.1918, -2.9490, -0.1002], [0.0656, -3.7575, 2.6772], [2.0142, -4.5024, 4.0943], [4.2809, -4.0213, 5.3449], [5.5649, -1.9978, 4.4541], [4.7244, -0.7306, 2.5317], [-3.6412, 4.1751, -3.8879], [-3.3745, 3.3273, -2.6557], [-2.1143, 2.5786, -2.7714], [-0.9848, 2.7623, -2.0061], [-0.0761, 1.8412, -2.4161], [-0.6694, 1.1203, -3.4270], [-1.9009, 1.5836, -3.6292], [-0.0672, 0.0135, -4.1719], [-3.6878, 3.5581, -4.7871], [-4.5896, 4.7014, -3.7873], [-2.8490, 4.9117, -4.0309], [-4.1769, 2.6031, -2.5080], [-3.3270, 3.9551, -1.7667], [-0.9694, 3.5289, -1.2515], [0.9276, 1.6012, -2.1122], [-2.6039, 1.2148, -4.3592], [-0.0201, 0.2782, -5.2269], [-0.6795, -0.8772, -4.0423], [0.9362, -0.1802, -3.8017]], "charge": 1, "gap_ev": 8.0, "max_force_ev_per_a": 3.39, "energy_ha": -1360.01250}

# 8
{"formula": "C3H3O2Rh", "method": "ωB97M-V with the def2-TZVPD basis set", "species": ["C", "C", "H", "H", "H", "O", "C", "Rh", "O"], "coordinates": [[-2.1255, -1.2428, -0.2013], [-0.8456, -0.5027, -0.2348], [-2.0404, -2.3035, 0.0826], [-2.9237, -0.6942, 0.3254], [-2.3011, -1.1255, -1.3032], [0.4812, -1.1317, -0.2453], [2.0543, 0.3475, -0.0465], [-0.7060, 1.5556, -0.0085], [1.4071, 1.2658, 0.2076]], "s_squared": 6.0134, "charge": 2, "gap_ev": [9.1, 6.1], "max_force_ev_per_a": 4.43, "energy_ha": -376.04602, "multiplicity": 5}

# 9
{"formula": "C5H5NSi", "method": "ωB97M-V with the def2-TZVPD basis set", "species": ["C", "C", "C", "C", "C", "N", "Si", "H", "H", "H", "H", "H"], "coordinates": [[-2.5974, 0.0920, 0.0163], [-0.3315, 0.8773, 0.0503], [0.1683, -0.4709, -0.0515], [-1.7125, 1.1105, 0.0596], [1.5026, -0.8036, -0.1025], [-3.3371, -0.7803, -0.0701], [3.0930, 0.1442, 0.0754], [0.2947, 1.8025, 0.1487], [-0.7517, -1.0850, -0.1749], [-2.0229, 2.0591, 0.0203], [1.6673, -1.9296, -0.4605], [4.0272, -1.0163, 0.4889]], "gap_ev": [6.8, 6.8], "max_force_ev_per_a": 6.18, "energy_ha": -537.61701}

# 10
{"formula": "BH26O11", "method": "ωB97M-V with the def2-TZVPD basis set", "species": ["B", "H", "H", "H", "H", "O", "H", "H", "O", "H", "H", "O", "H", "H", "O", "H", "H", "O", "H", "H", "O", "H", "H", "O", "H", "H", "O", "H", "H", "O", "H", "H", "O", "H", "H", "O", "H", "H"], "coordinates": [[-36.5181, 7.2414, 37.6998], [-35.8080, 6.3369, 37.2792], [-36.6082, 8.3297, 37.0440], [-37.6609, 6.9385, 37.9043], [-35.9608, 7.5434, 38.9031], [-37.5020, 5.1785, 34.8692], [-37.2339, 5.8109, 34.3344], [-37.6914, 5.7312, 35.6551], [-37.4847, 9.8196, 34.5032], [-36.5584, 9.5434, 34.7286], [-37.5970, 9.7239, 33.7256], [-40.0454, 8.7173, 36.9089], [-40.0867, 8.4699, 36.0131], [-39.0993, 8.7003, 36.8970], [-35.5882, 5.5096, 41.0039], [-35.2712, 6.4822, 40.9889], [-36.3604, 5.4158, 40.4055], [-36.9653, 3.4081, 37.1346], [-36.4291, 3.7962, 37.7578], [-37.0321, 3.8674, 36.2995], [-35.2757, 10.3379, 38.8150], [-35.4035, 9.8892, 38.0030], [-35.2703, 9.6043, 39.5312], [-38.7036, 8.2942, 39.6403], [-37.8239, 7.9486, 39.4281], [-39.2020, 7.4722, 39.7705], [-37.7156, 5.1769, 40.2780], [-38.5556, 5.4391, 40.1691], [-37.4994, 5.6762, 39.3772], [-34.6164, 3.8231, 38.8021], [-34.2784, 4.5743, 38.4533], [-34.7436, 4.0036, 39.6759], [-34.4572, 8.2616, 40.7054], [-33.6027, 7.7951, 40.9760], [-34.9474, 8.5106, 41.6250], [-33.5295, 6.4895, 38.3262], [-34.4356, 6.5469, 38.0161], [-33.7533, 7.0269, 39.1466]], "charge": -1, "gap_ev": 9.3, "max_force_ev_per_a": 16.85, "energy_ha": -867.95400}

# 11
{"formula": "C12H16N2", "method": "ωB97M-V with the def2-TZVPD basis set", "species": ["C", "C", "C", "C", "C", "C", "C", "H", "H", "H", "H", "H", "H", "H", "H", "C", "C", "C", "C", "C", "N", "N", "H", "H", "H", "H", "H", "H", "H", "H"], "coordinates": [[0.1608, 3.9396, -1.3162], [3.0004, 1.4131, -1.2179], [2.5242, 0.3659, -2.0331], [2.2793, 2.5790, -1.0241], [0.9667, 2.6681, -1.4993], [1.2085, 0.4919, -2.4505], [0.3839, 1.5594, -2.1021], [3.7631, 1.1025, -0.5020], [3.0823, -0.5497, -1.9170], [2.7135, 3.4871, -0.6341], [0.8321, -0.1547, -3.2433], [-0.8443, 3.7546, -1.7035], [0.5768, 4.7455, -1.9206], [-0.6429, 1.5478, -2.4459], [-0.0032, 4.1476, -0.2603], [-2.1820, -2.6167, 2.6610], [-3.2739, -1.5444, 2.4798], [-0.9928, -2.3225, 1.7687], [-0.9256, -1.6152, 0.6047], [0.9836, -2.6191, 0.9800], [0.1973, -2.9888, 1.9566], [0.3102, -1.8889, 0.0609], [-1.7923, -2.5885, 3.6734], [-2.5372, -3.5663, 2.2901], [-4.1871, -1.9968, 2.8735], [-1.7364, -1.1328, 0.0847], [1.9763, -3.0302, 0.8740], [0.6944, -1.2191, -0.5912], [-3.4555, -1.2887, 1.4421], [-3.0804, -0.6797, 3.1114]], "gap_ev": 9.2, "max_force_ev_per_a": 2.64, "smiles": "CCc1c[nH]cn1.Cc1ccccc1", "energy_ha": -576.33517}

# 12
{"formula": "C11H42O10", "method": "ωB97M-V with the def2-TZVPD basis set", "species": ["C", "O", "H", "H", "H", "H", "C", "O", "H", "H", "H", "H", "C", "O", "H", "H", "H", "H", "C", "O", "H", "H", "H", "H", "C", "O", "H", "H", "H", "H", "C", "O", "H", "H", "H", "H", "C", "O", "H", "H", "H", "H", "C", "O", "H", "H", "H", "H", "C", "O", "H", "H", "H", "H", "C", "C", "O", "H", "H", "H", "H", "H", "H"], "coordinates": [[-1.4230, 26.0219, 14.0175], [-0.7298, 24.7963, 14.2693], [-0.8052, 26.8846, 13.7684], [-2.1044, 25.8675, 13.1808], [-2.0180, 26.3678, 14.8628], [-0.0453, 24.7211, 13.6004], [-7.4845, 26.0039, 15.0606], [-7.5308, 27.0827, 15.9240], [-8.4472, 25.5216, 14.8909], [-7.1740, 26.4022, 14.0946], [-6.7162, 25.3148, 15.4112], [-8.0540, 27.7898, 15.5394], [-0.5993, 16.9444, 6.1583], [-0.5801, 18.0473, 7.0766], [-0.8134, 17.3238, 5.1591], [0.3189, 16.3586, 6.1177], [-1.3551, 16.2445, 6.5146], [-0.0203, 18.7623, 6.7651], [-10.2952, 19.8278, 13.0711], [-9.2274, 19.0872, 12.4635], [-10.8357, 20.3968, 12.3147], [-10.9718, 19.1728, 13.6201], [-9.8190, 20.5233, 13.7622], [-8.6863, 19.7555, 12.0366], [-8.2408, 25.5219, 8.4596], [-6.9623, 25.5674, 9.0849], [-8.8083, 26.4282, 8.6711], [-8.0824, 25.4518, 7.3835], [-8.8803, 24.7352, 8.8601], [-6.4800, 26.2341, 8.5904], [1.4672, 15.6912, 11.4471], [0.2869, 16.4999, 11.4278], [1.1377, 14.7113, 11.1016], [2.2114, 16.1237, 10.7784], [1.9248, 15.6772, 12.4363], [0.1179, 16.8223, 10.5395], [3.2028, 22.3233, 10.8082], [3.2372, 23.3470, 11.7306], [2.2133, 22.1803, 10.3739], [3.8038, 22.5779, 9.9353], [3.4597, 21.3718, 11.2738], [3.8679, 23.1043, 12.4125], [-9.8173, 18.2853, 7.3377], [-10.3511, 18.0506, 6.0690], [-8.9445, 18.9171, 7.1726], [-10.5241, 18.8206, 7.9718], [-9.4926, 17.3423, 7.7775], [-11.1850, 17.5954, 6.2066], [-4.2603, 21.0953, 11.3285], [-5.5695, 21.3215, 10.7893], [-4.1721, 20.0570, 11.6481], [-3.4638, 21.4100, 10.6542], [-4.2568, 21.6079, 12.2905], [-5.5841, 22.2663, 10.6201], [-1.1185, 26.0989, 7.7182], [-1.7320, 27.0746, 6.6684], [-2.9770, 27.5650, 7.1398], [-0.0582, 25.9109, 7.5498], [-1.6436, 25.1453, 7.7731], [-1.2060, 26.6061, 8.6791], [-1.9045, 26.6033, 5.7008], [-1.0462, 27.8891, 6.4349], [-3.2761, 28.2775, 6.5702]], "gap_ev": 10.4, "max_force_ev_per_a": 1.71, "smiles": "CCO.CO.CO.CO.CO.CO.CO.CO.CO.CO", "energy_ha": -1196.45705}